{
  "formula": "C27H30BeBrNS",
  "method": "ωB97M-V/def2-TZVPD",
  "lumo_ev": -10.081,
  "e_tot_ha": -4086.7882,
  "charge": 2,
  "gap_ev": 2.55,
  "largest_force_ev_per_a": 5.4,
  "species": ["C", "C", "C", "C", "C", "N", "C", "C", "C", "C", "C", "C", "C", "C", "C", "C", "C", "C", "C", "S", "C", "C", "C", "Br", "C", "C", "C", "C", "C", "C", "H", "H", "H", "H", "H", "H", "H", "H", "H", "H", "H", "H", "H", "H", "H", "H", "H", "H", "H", "H", "H", "H", "H", "H", "H", "H", "H", "H", "H", "H", "Be"],
  "xyz": [[2.41937, 2.74941, 2.94434], [1.41178, 3.45369, 1.81689], [0.98445, 2.37197, 0.63982], [-0.54170, 1.76803, 0.96787], [-1.68383, 2.70502, 0.23502], [-0.67622, 0.29575, 0.77818], [-0.43617, -0.23021, -0.59210], [-0.22933, 0.61736, -1.99271], [0.08227, -0.08704, -3.46975], [0.30419, 0.92799, -4.77373], [1.92690, 1.33178, -4.75663], [3.06109, 0.33162, -5.46040], [4.67217, 0.62822, -5.50701], [5.21510, 2.01637, -4.77406], [4.12546, 3.05889, -4.05059], [2.49273, 2.71942, -4.02515], [0.16254, -1.73302, -3.61309], [-0.02621, -2.60751, -2.23922], [-0.29577, -1.88752, -0.78622], [-0.48863, -2.96461, 0.78056], [-1.87001, -2.02528, 1.70877], [-3.02276, -2.81684, 2.56258], [-2.97474, -4.45558, 2.57211], [-4.76298, -5.27214, 3.11693], [-1.71651, -5.10896, 3.39659], [-0.98322, -4.09960, 4.46079], [-4.20853, -2.00692, 3.35949], [-4.16477, -0.35341, 3.25436], [-2.98887, 0.43777, 2.38553], [-1.77779, -0.36145, 1.55175], [2.48540, 3.50475, 3.85080], [1.97043, 1.73619, 3.34850], [3.50873, 2.60582, 2.49386], [1.95756, 4.37723, 1.34092], [0.46444, 3.84345, 2.41557], [1.73547, 1.46916, 0.62985], [0.97698, 2.97113, -0.38495], [-0.67671, 1.97777, 2.13665], [-2.45025, 2.01174, -0.36245], [-2.34691, 3.32936, 0.98055], [-1.17429, 3.41976, -0.54333], [-0.26626, 1.78559, -1.97386], [0.13553, 0.33054, -5.76844], [-0.38689, 1.86418, -4.63885], [2.61036, -0.64746, -5.96261], [5.47645, -0.08020, -5.98729], [6.37987, 2.23298, -4.76949], [4.59392, 4.02552, -3.56658], [1.76792, 3.50486, -3.49386], [0.34556, -2.25440, -4.64534], [0.02277, -3.79177, -2.24476], [-2.83977, -4.79115, 1.43481], [-0.95455, -5.59383, 2.62338], [-2.15834, -6.03147, 4.00595], [-0.65558, -3.06500, 4.02051], [0.02574, -4.64391, 4.79394], [-1.61842, -4.00914, 5.46412], [-5.08558, -2.47808, 3.97410], [-5.01819, 0.24226, 3.83964], [-3.03992, 1.60626, 2.40512], [0.20452, 1.14468, 4.09264]],
  "atomic_forces_ev_per_a": [[0.1, 1.7, -0.5], [0.2, -0.7, 0.7], [-0.3, 0.2, 0.2], [0.6, 2.5, 0.9], [-0.9, -0.5, -0.7], [-3.7, -1.2, -2.1], [1.2, -2.1, -3.4], [0.6, -2.9, -0.4], [-0.6, -1.1, 3.0], [1.6, -0.8, 1.0], [4.0, 1.3, 0.3], [0.7, 2.3, 1.2], [-2.7, 3.4, 2.5], [-4.2, -1.2, -0.1], [-0.9, -3.6, -1.8], [2.8, -2.2, -1.6], [-0.6, 1.4, 4.8], [0.1, 3.3, -0.3], [-0.1, 1.3, -1.7], [-2.4, 2.9, -1.3], [-1.3, 1.2, 0.5], [-0.6, 2.5, 0.3], [1.0, 0.5, -1.6], [1.6, 0.9, -0.4], [-0.2, -0.6, 0.7], [0.8, -1.2, 0.6], [3.7, 2.9, -2.6], [3.0, -1.7, -2.0], [-0.9, -2.9, 1.4], [-1.8, -1.3, 2.2], [0.0, -1.7, -1.7], [1.0, 1.5, -0.8], [-2.4, 0.0, 1.0], [-1.1, -1.9, 1.0], [1.8, -0.7, -1.5], [-1.3, 1.9, -0.2], [0.1, -1.7, 2.1], [0.2, -0.8, -2.1], [1.7, 1.4, 1.3], [1.6, -1.2, -1.4], [-1.0, -1.3, 1.7], [0.0, -2.6, 0.0], [0.0, 1.3, 2.1], [1.4, -1.9, -0.5], [1.3, 2.3, 1.1], [-2.1, 1.4, 1.0], [-2.8, -0.4, 0.0], [-1.4, -2.1, -1.1], [1.7, -2.0, -1.4], [-0.4, 1.1, 2.3], [-0.1, 2.9, 0.0], [-0.5, 0.8, 2.5], [-1.6, 1.3, 1.6], [1.0, 2.1, -1.3], [-0.9, -1.9, 0.9], [-2.2, 1.2, -0.7], [1.3, 0.1, -2.4], [2.0, 0.6, -1.5], [2.3, -1.2, -1.6], [0.2, -2.6, -0.2], [-0.4, -0.2, 0.1]]
}